Entry 1:
ORCA calculation (wB97M-V/def2-TZVPD) on a molecular structure, C39H45N2O6TeTi.

Cartesian coordinates (Å):
Ti: 0.69 1.48 -0.25
O: -3.39 1.00 -0.06
C: -2.30 0.68 0.42
O: -1.16 0.78 -0.15
C: -2.27 0.00 1.78
C: -1.89 -1.51 1.71
C: -2.32 -2.17 3.05
C: -1.02 -1.91 3.94
C: -0.34 -0.84 3.03
O: -0.47 -1.52 1.71
C: -1.26 0.43 2.81
C: -0.46 1.74 2.44
O: -0.91 2.80 2.85
O: 0.65 1.65 1.78
H: -3.24 0.10 2.31
H: -2.30 -1.90 0.76
H: -3.12 -1.61 3.51
H: -2.60 -3.21 2.99
H: -1.15 -1.43 4.92
H: -0.43 -2.81 3.90
H: 0.72 -0.81 3.16
H: -1.82 0.65 3.76
C: 3.56 -2.89 -0.92
C: 2.30 -2.87 -0.09
C: 2.43 -3.01 1.40
C: 2.13 -4.20 2.06
C: 2.17 -4.25 3.46
C: 2.47 -3.09 4.20
C: 2.83 -1.91 3.52
C: 3.35 -0.71 4.26
C: 4.86 -0.90 4.59
C: 2.67 -1.89 2.14
N: 2.63 -0.68 1.47
C: 3.63 0.03 1.36
C: 3.73 1.34 0.79
C: 4.95 2.05 0.60
C: 4.63 3.14 -0.16
C: 3.27 3.13 -0.37
N: 2.72 2.02 0.20
H: 3.41 -2.68 -1.98
H: 4.04 -3.90 -0.81
H: 4.23 -2.06 -0.69
H: 1.65 -3.68 -0.40
H: 1.67 -1.96 -0.22
H: 1.92 -4.98 1.38
H: 1.99 -5.15 4.02
H: 2.72 -3.14 5.31
H: 2.77 -0.50 5.20
H: 3.23 0.21 3.63
H: 5.25 0.03 5.04
H: 5.51 -1.05 3.67
H: 5.05 -1.72 5.25
H: 4.58 -0.20 1.80
H: 5.84 1.55 0.95
H: 5.35 3.90 -0.45
H: 2.75 3.88 -0.97
C: 1.34 0.15 -1.69
H: 2.17 -0.46 -1.39
H: 1.73 0.69 -2.58
H: 0.44 -0.43 -1.91
C: 0.31 5.10 0.30
C: -0.35 4.25 -0.79
C: -1.79 3.83 -0.48
O: 0.39 3.02 -1.11
H: -0.29 6.00 0.43
H: 1.30 5.38 -0.01
H: 0.34 4.49 1.23
H: -0.37 4.81 -1.68
H: -1.76 3.28 0.43
H: -2.25 3.18 -1.22
H: -2.46 4.69 -0.40
Te: -2.07 1.23 -3.71
C: -3.69 1.53 -4.92
C: -4.65 0.58 -5.25
C: -5.72 1.01 -6.04
C: -5.72 2.28 -6.61
C: -4.69 3.18 -6.32
C: -3.72 2.85 -5.46
C: -2.52 -0.86 -3.27
C: -3.56 -1.19 -2.42
C: -3.76 -2.58 -2.04
C: -2.78 -3.51 -2.39
C: -1.68 -3.09 -3.19
C: -1.60 -1.79 -3.68
H: -4.60 -0.47 -4.86
H: -6.55 0.32 -6.17
H: -6.53 2.65 -7.26
H: -4.69 4.20 -6.74
H: -2.83 3.51 -5.29
H: -4.28 -0.50 -2.06
H: -4.58 -2.82 -1.43
H: -2.68 -4.51 -1.95
H: -0.97 -3.83 -3.42
H: -0.80 -1.59 -4.30

Calculated values
HOMO-LUMO gap in eV: 7.16
Charge: -1
Total energy in eV: -86849.8405
ΔE to the lowest compared entry with this formula, charge and spin in kcal/mol: 40.3

Atom charges from the Löwdin analysis, given in e for atoms 1 to 6: number 1, Ti, carries 1.1304; number 2, O, carries 0.0451; number 3, C, carries -0.5718; number 4, O, carries -0.1248; number 5, C, carries -0.1346; number 6, C, carries -0.2670



Entry 2:
ORCA calculation (wB97M-V/def2-TZVPD) on a molecular structure, C39H46F3N5PbS.

Cartesian coordinates (Å):
Pb: 0.35 -2.21 0.24
C: 1.14 3.66 -0.54
C: -0.19 3.80 -0.97
C: -0.97 3.40 0.18
C: -0.11 3.07 1.24
C: 1.19 3.32 0.80
C: 2.46 3.30 1.62
C: 3.44 2.19 1.14
C: 2.17 3.03 3.14
C: 3.00 4.76 1.48
C: -2.44 3.36 0.43
C: -2.96 1.91 0.17
C: -3.24 4.33 -0.47
C: -2.66 3.84 1.87
C: -0.55 4.04 -2.44
C: -1.28 2.81 -2.97
C: 0.71 4.18 -3.25
C: -1.38 5.28 -2.78
H: 1.91 3.95 -1.21
H: -0.43 2.78 2.20
H: 2.94 1.24 1.32
H: 4.33 2.12 1.76
H: 3.79 2.34 0.10
H: 1.74 1.99 3.26
H: 1.40 3.70 3.53
H: 3.09 3.18 3.73
H: 3.21 4.98 0.42
H: 3.92 4.79 2.05
H: 2.29 5.46 1.94
H: -2.81 1.56 -0.87
H: -4.01 1.91 0.45
H: -2.43 1.14 0.76
H: -3.22 4.11 -1.57
H: -2.89 5.34 -0.38
H: -4.33 4.26 -0.28
H: -2.54 3.14 2.73
H: -3.75 4.07 1.96
H: -2.17 4.83 2.05
H: -0.54 1.99 -2.94
H: -1.54 3.01 -4.02
H: -2.20 2.42 -2.47
H: 1.37 3.27 -3.20
H: 1.30 5.06 -3.02
H: 0.48 4.28 -4.33
H: -2.42 5.11 -3.02
H: -0.91 5.85 -3.58
H: -1.35 5.91 -1.90
C: -0.72 -2.32 5.89
C: -1.16 -3.49 5.26
C: -1.55 -3.48 3.93
C: -1.21 -2.40 3.07
C: -0.46 -1.33 3.65
C: -0.31 -1.27 5.00
N: -1.69 -2.24 1.82
N: -2.68 -3.00 1.46
C: -3.18 -2.83 0.23
C: -4.32 -3.65 -0.10
C: -4.77 -3.62 -1.39
C: -4.01 -2.95 -2.40
C: -2.91 -2.21 -1.94
N: -2.42 -2.17 -0.67
H: -0.66 -2.25 6.97
H: -1.28 -4.37 5.93
H: -2.01 -4.35 3.41
H: -0.24 -0.49 3.00
H: 0.22 -0.44 5.45
H: -4.83 -4.27 0.56
H: -5.70 -4.13 -1.71
H: -4.28 -3.05 -3.45
H: -2.42 -1.56 -2.62
S: 2.45 -1.98 2.19
C: 2.08 -3.69 2.12
C: 2.71 -4.74 2.86
C: 2.42 -6.05 2.60
C: 1.62 -6.41 1.53
C: 0.93 -5.41 0.84
N: 1.16 -4.15 1.26
H: 3.24 -4.56 3.77
H: 2.85 -6.75 3.29
H: 1.49 -7.43 1.23
H: 0.36 -5.64 -0.01
F: 3.14 -5.21 -5.94
C: 3.00 -3.85 -5.85
F: 4.08 -3.36 -6.59
F: 1.85 -3.49 -6.49
C: 2.89 -3.32 -4.50
C: 3.16 -4.03 -3.31
C: 2.98 -3.36 -2.10
N: 2.36 -2.15 -2.00
C: 2.07 -1.49 -3.15
C: 2.36 -2.03 -4.45
H: 3.47 -5.07 -3.33
H: 3.20 -3.86 -1.17
H: 1.68 -0.48 -3.14
H: 2.14 -1.44 -5.31

Calculated values
HOMO-LUMO gap in eV: 4.30
Charge: +2
Total energy in eV: -72856.7182

Atom charges from the Löwdin analysis, given in e for atoms 1 to 6: number 1, Pb, carries 1.2668; number 2, C, carries 0.0592; number 3, C, carries 0.0003; number 4, C, carries 0.0010; number 5, C, carries 0.0435; number 6, C, carries -0.0788



Entry 3:
ORCA calculation (wB97M-V/def2-TZVPD) on a molecular structure, C39H46N3O2Si2SrTe.

Cartesian coordinates (Å):
Sr: -0.12 -0.27 0.68
C: -4.31 1.17 -0.76
O: -3.24 2.14 -0.79
C: -2.13 1.49 -0.42
N: -2.24 0.26 -0.10
C: -3.65 -0.12 -0.19
C: -3.91 -1.34 -1.02
C: -3.07 -1.73 -2.05
C: -3.38 -2.83 -2.84
C: -4.54 -3.54 -2.60
C: -5.39 -3.16 -1.57
C: -5.08 -2.07 -0.79
C: -0.90 2.29 -0.33
C: -0.97 3.67 -0.17
C: 0.22 4.36 0.02
C: 1.42 3.67 0.07
C: 1.39 2.29 -0.11
N: 0.26 1.63 -0.33
C: 2.60 1.46 -0.08
N: 2.61 0.21 -0.29
C: 4.00 -0.23 -0.30
C: 4.77 1.04 0.15
O: 3.77 2.08 0.14
C: 4.30 -1.44 0.55
C: 5.57 -2.00 0.47
C: 5.91 -3.09 1.24
C: 4.98 -3.64 2.12
C: 3.72 -3.09 2.20
C: 3.37 -1.99 1.43
H: -4.67 1.02 -1.78
H: -5.12 1.56 -0.15
H: -4.00 -0.31 0.83
H: -2.16 -1.17 -2.25
H: -2.72 -3.12 -3.65
H: -4.79 -4.39 -3.22
H: -6.30 -3.72 -1.38
H: -5.74 -1.77 0.02
H: -1.93 4.17 -0.19
H: 0.20 5.43 0.15
H: 2.36 4.17 0.25
H: 4.24 -0.48 -1.34
H: 5.57 1.33 -0.53
H: 5.16 0.95 1.16
H: 6.30 -1.58 -0.22
H: 6.91 -3.52 1.16
H: 5.26 -4.49 2.73
H: 2.99 -3.51 2.89
H: 2.38 -1.57 1.52
C: -2.47 -6.51 -1.25
Si: -0.63 -6.24 -1.59
C: 0.21 -7.92 -1.77
C: -0.40 -5.24 -3.18
C: 0.17 -5.31 -0.14
Te: -1.10 -3.77 0.69
C: -0.41 -4.03 2.71
Si: -1.91 -4.01 3.87
C: -1.32 -3.89 5.65
C: -2.84 -5.63 3.55
C: -2.99 -2.53 3.40
H: -2.91 -7.14 -2.03
H: -3.01 -5.56 -1.23
H: -2.62 -7.00 -0.29
H: -0.21 -8.45 -2.63
H: 0.07 -8.54 -0.89
H: 1.28 -7.81 -1.95
H: -1.07 -5.60 -3.96
H: 0.62 -5.34 -3.56
H: -0.60 -4.18 -3.02
H: 1.13 -4.88 -0.41
H: 0.33 -6.01 0.69
H: 0.30 -3.24 2.95
H: 0.10 -5.00 2.74
H: -0.79 -4.80 5.94
H: -2.16 -3.76 6.33
H: -0.64 -3.05 5.78
H: -2.26 -6.48 3.93
H: -2.98 -5.77 2.48
H: -3.82 -5.66 4.03
H: -2.36 -1.64 3.29
H: -3.75 -2.32 4.16
H: -3.50 -2.71 2.45
C: 0.18 -0.63 3.04
C: 0.16 -0.44 4.25
C: 0.13 -0.20 5.66
C: -1.05 -0.33 6.39
C: -1.06 -0.07 7.75
C: 0.10 0.32 8.40
C: 1.28 0.45 7.68
C: 1.30 0.18 6.32
H: -1.96 -0.64 5.88
H: -1.99 -0.17 8.31
H: 0.09 0.53 9.46
H: 2.19 0.76 8.19
H: 2.22 0.27 5.75

Calculated values
HOMO-LUMO gap in eV: 6.05
Charge: +1
Total energy in eV: -73634.9575
ΔE to the lowest compared entry with this formula, charge and spin in kcal/mol: 43.6

Atom charges from the Löwdin analysis, given in e for atoms 1 to 6: number 1, Sr, carries 1.3114; number 2, C, carries -0.0209; number 3, O, carries 0.0472; number 4, C, carries -0.3281; number 5, N, carries -0.0245; number 6, C, carries -0.2238



Entry 4:
ORCA calculation (wB97M-V/def2-TZVPD) on a molecular structure, C39H47Cl2IrN8O3SSb.

Cartesian coordinates (Å):
Ir: -0.91 0.35 1.59
Cl: 0.60 -4.73 1.45
C: 1.40 -3.44 2.24
C: 2.51 -3.72 3.04
C: 3.17 -2.73 3.73
Cl: 4.54 -3.13 4.67
C: 2.69 -1.39 3.70
C: 3.27 -0.32 4.40
C: 2.67 0.92 4.38
C: 1.46 1.06 3.68
N: 0.94 0.10 2.95
C: 1.54 -1.11 2.92
C: 0.91 -2.11 2.09
O: -0.03 -1.80 1.29
H: 2.85 -4.74 3.11
H: 4.18 -0.49 4.97
H: 3.08 1.75 4.92
H: 0.90 1.98 3.75
N: -4.61 1.53 -0.45
C: -3.27 1.57 -0.52
N: -2.78 0.66 0.30
C: -3.88 0.10 0.88
N: -5.00 0.61 0.42
C: -3.72 -0.91 1.90
C: -4.69 -1.88 2.17
N: -4.49 -2.82 3.06
C: -3.33 -2.82 3.71
C: -2.36 -1.86 3.47
N: -2.55 -0.91 2.57
H: -5.31 2.07 -0.95
H: -2.69 2.23 -1.14
H: -5.63 -1.88 1.63
H: -3.19 -3.60 4.45
H: -1.43 -1.84 4.02
C: 6.32 2.84 0.93
C: 4.87 2.81 0.58
C: 4.46 2.62 -0.74
C: 3.11 2.62 -1.07
C: 2.17 2.80 -0.08
C: 2.56 3.00 1.23
C: 3.90 3.00 1.56
S: 0.42 2.73 -0.42
O: 0.16 1.56 -1.26
O: -0.11 3.96 -0.94
N: -0.25 2.33 1.01
C: -0.88 3.11 1.92
C: -0.81 4.50 2.06
C: -1.53 5.08 3.10
C: -2.30 4.28 3.94
C: -2.30 2.91 3.74
N: -1.59 2.34 2.77
H: 6.81 1.91 0.64
H: 6.46 2.98 2.00
H: 6.81 3.65 0.40
H: 5.20 2.47 -1.50
H: 2.79 2.50 -2.10
H: 1.81 3.16 1.99
H: 4.20 3.16 2.58
H: -0.23 5.08 1.37
H: -1.48 6.14 3.25
H: -2.89 4.71 4.74
H: -2.86 2.23 4.37
C: -2.37 0.75 -4.46
C: -0.95 0.24 -4.43
C: -0.72 -0.76 -5.54
C: 0.05 1.37 -4.45
Sb: -0.65 -0.80 -2.31
C: 1.50 -1.68 -2.13
C: 2.14 -1.70 -3.50
C: 1.38 -3.06 -1.53
C: 2.25 -0.76 -1.19
C: -2.24 -2.61 -2.20
C: -2.01 -3.48 -3.41
C: -3.61 -1.97 -2.20
C: -1.97 -3.30 -0.88
H: -2.52 1.31 -5.38
H: -2.57 1.42 -3.62
H: -3.10 -0.06 -4.46
H: -0.83 -0.25 -6.49
H: -1.44 -1.57 -5.53
H: 0.28 -1.19 -5.52
H: -0.13 1.99 -5.33
H: 1.07 1.00 -4.51
H: -0.05 1.99 -3.57
H: 1.61 -2.36 -4.19
H: 3.16 -2.08 -3.41
H: 2.20 -0.70 -3.92
H: 0.83 -3.73 -2.18
H: 0.90 -3.02 -0.56
H: 2.38 -3.48 -1.40
H: 2.37 0.23 -1.62
H: 3.25 -1.16 -0.99
H: 1.73 -0.65 -0.23
H: -2.37 -3.00 -4.31
H: -2.56 -4.42 -3.29
H: -0.96 -3.73 -3.54
H: -3.79 -1.38 -3.10
H: -3.75 -1.35 -1.32
H: -4.37 -2.76 -2.18
H: -1.15 -4.01 -0.96
H: -2.86 -3.86 -0.58
H: -1.76 -2.59 -0.09

Calculated values
HOMO-LUMO gap (alpha / beta) in eV: 5.41 / 5.32
Spin multiplicity: 2
Charge: +2
Total energy in eV: -104510.1844
ΔE to the lowest compared entry with this formula, charge and spin in kcal/mol: 56.3

Atom charges from the Löwdin analysis, given in e for atoms 1 to 6: number 1, Ir, carries 1.4255; number 2, Cl, carries 0.7772; number 3, C, carries -0.5818; number 4, C, carries -0.1087; number 5, C, carries -0.6137; number 6, Cl, carries 0.7575



Entry 5:
ORCA calculation (wB97M-V/def2-TZVPD) on a molecular structure, C39H47ClFO3PPdSb.

Cartesian coordinates (Å):
Pd: 1.12 -0.33 0.66
O: -1.09 -0.02 -0.04
C: -1.91 0.96 -0.11
C: -3.30 0.78 -0.21
C: -4.23 1.82 -0.44
C: -5.57 1.53 -0.55
C: -6.04 0.21 -0.41
C: -5.15 -0.81 -0.14
C: -3.78 -0.54 -0.05
P: -2.62 -1.74 0.58
C: -3.06 -3.39 0.10
C: -3.67 -3.62 -1.13
C: -3.88 -4.92 -1.57
C: -3.47 -5.99 -0.79
C: -2.84 -5.77 0.43
C: -2.62 -4.48 0.87
C: -2.57 -1.60 2.38
C: -3.50 -2.31 3.15
C: -3.52 -2.15 4.52
C: -2.63 -1.27 5.13
C: -1.72 -0.56 4.37
C: -1.69 -0.72 2.99
H: -3.88 2.84 -0.55
H: -6.27 2.33 -0.74
H: -7.10 0.00 -0.49
H: -5.51 -1.82 0.01
H: -3.98 -2.79 -1.75
H: -4.36 -5.09 -2.52
H: -3.63 -7.00 -1.13
H: -2.50 -6.60 1.03
H: -2.10 -4.31 1.81
H: -4.20 -2.98 2.68
H: -4.23 -2.70 5.12
H: -2.65 -1.15 6.21
H: -1.03 0.13 4.84
H: -0.99 -0.15 2.39
C: 4.59 -1.92 0.98
C: 5.07 -0.54 0.52
C: 5.44 0.30 1.74
C: 6.28 -0.68 -0.40
Sb: 3.39 0.42 -0.49
C: 3.85 2.56 -0.64
C: 5.28 2.80 -1.11
C: 3.63 3.19 0.73
C: 2.87 3.16 -1.65
C: 3.25 -0.38 -2.52
C: 1.86 -0.01 -3.04
C: 3.34 -1.91 -2.43
C: 4.33 0.15 -3.45
H: 5.41 -2.41 1.51
H: 4.29 -2.56 0.16
H: 3.75 -1.84 1.67
H: 6.18 -0.25 2.33
H: 4.58 0.48 2.40
H: 5.88 1.26 1.47
H: 7.09 -1.14 0.16
H: 6.64 0.28 -0.76
H: 6.08 -1.32 -1.26
H: 6.01 2.45 -0.38
H: 5.44 3.87 -1.23
H: 5.50 2.33 -2.07
H: 4.35 2.84 1.47
H: 2.63 3.01 1.11
H: 3.77 4.28 0.63
H: 3.05 2.82 -2.67
H: 2.98 4.25 -1.64
H: 1.83 2.93 -1.40
H: 1.07 -0.40 -2.39
H: 1.72 -0.43 -4.04
H: 1.72 1.07 -3.12
H: 2.63 -2.32 -1.72
H: 4.34 -2.25 -2.16
H: 3.11 -2.33 -3.41
H: 4.24 1.23 -3.61
H: 4.22 -0.33 -4.43
H: 5.34 -0.06 -3.09
Cl: -0.13 4.78 2.15
C: -0.18 4.17 0.48
C: -0.33 2.67 0.51
O: -1.46 2.29 -0.08
O: 0.50 1.94 1.01
H: 0.77 4.43 0.01
H: -1.01 4.64 -0.04
F: 0.68 -6.43 0.57
C: 0.74 -5.09 0.61
C: 1.14 -4.48 1.78
C: 1.19 -3.09 1.82
C: 0.85 -2.33 0.71
C: 0.41 -2.99 -0.45
C: 0.37 -4.37 -0.51
H: 1.41 -5.09 2.64
H: 1.49 -2.61 2.75
H: 0.09 -2.42 -1.31
H: 0.03 -4.90 -1.40

Calculated values
HOMO-LUMO gap (alpha / beta) in eV: 6.71 / 6.46
Spin multiplicity: 5
Charge: +1
Total energy in eV: -81885.2403
ΔE to the lowest compared entry with this formula, charge and spin in kcal/mol: 0.2

Atom charges from the Löwdin analysis, given in e for atoms 1 to 6: number 1, Pd, carries 0.7044; number 2, O, carries -0.1803; number 3, C, carries -0.3818; number 4, C, carries -0.1550; number 5, C, carries -0.0083; number 6, C, carries -0.0625



What did the third record say?
ORCA calculation (wB97M-V/def2-TZVPD) on a molecular structure, C39H46N3O2Si2SrTe.

Cartesian coordinates (Å):
Sr: -0.12 -0.27 0.68
C: -4.31 1.17 -0.76
O: -3.24 2.14 -0.79
C: -2.13 1.49 -0.42
N: -2.24 0.26 -0.10
C: -3.65 -0.12 -0.19
C: -3.91 -1.34 -1.02
C: -3.07 -1.73 -2.05
C: -3.38 -2.83 -2.84
C: -4.54 -3.54 -2.60
C: -5.39 -3.16 -1.57
C: -5.08 -2.07 -0.79
C: -0.90 2.29 -0.33
C: -0.97 3.67 -0.17
C: 0.22 4.36 0.02
C: 1.42 3.67 0.07
C: 1.39 2.29 -0.11
N: 0.26 1.63 -0.33
C: 2.60 1.46 -0.08
N: 2.61 0.21 -0.29
C: 4.00 -0.23 -0.30
C: 4.77 1.04 0.15
O: 3.77 2.08 0.14
C: 4.30 -1.44 0.55
C: 5.57 -2.00 0.47
C: 5.91 -3.09 1.24
C: 4.98 -3.64 2.12
C: 3.72 -3.09 2.20
C: 3.37 -1.99 1.43
H: -4.67 1.02 -1.78
H: -5.12 1.56 -0.15
H: -4.00 -0.31 0.83
H: -2.16 -1.17 -2.25
H: -2.72 -3.12 -3.65
H: -4.79 -4.39 -3.22
H: -6.30 -3.72 -1.38
H: -5.74 -1.77 0.02
H: -1.93 4.17 -0.19
H: 0.20 5.43 0.15
H: 2.36 4.17 0.25
H: 4.24 -0.48 -1.34
H: 5.57 1.33 -0.53
H: 5.16 0.95 1.16
H: 6.30 -1.58 -0.22
H: 6.91 -3.52 1.16
H: 5.26 -4.49 2.73
H: 2.99 -3.51 2.89
H: 2.38 -1.57 1.52
C: -2.47 -6.51 -1.25
Si: -0.63 -6.24 -1.59
C: 0.21 -7.92 -1.77
C: -0.40 -5.24 -3.18
C: 0.17 -5.31 -0.14
Te: -1.10 -3.77 0.69
C: -0.41 -4.03 2.71
Si: -1.91 -4.01 3.87
C: -1.32 -3.89 5.65
C: -2.84 -5.63 3.55
C: -2.99 -2.53 3.40
H: -2.91 -7.14 -2.03
H: -3.01 -5.56 -1.23
H: -2.62 -7.00 -0.29
H: -0.21 -8.45 -2.63
H: 0.07 -8.54 -0.89
H: 1.28 -7.81 -1.95
H: -1.07 -5.60 -3.96
H: 0.62 -5.34 -3.56
H: -0.60 -4.18 -3.02
H: 1.13 -4.88 -0.41
H: 0.33 -6.01 0.69
H: 0.30 -3.24 2.95
H: 0.10 -5.00 2.74
H: -0.79 -4.80 5.94
H: -2.16 -3.76 6.33
H: -0.64 -3.05 5.78
H: -2.26 -6.48 3.93
H: -2.98 -5.77 2.48
H: -3.82 -5.66 4.03
H: -2.36 -1.64 3.29
H: -3.75 -2.32 4.16
H: -3.50 -2.71 2.45
C: 0.18 -0.63 3.04
C: 0.16 -0.44 4.25
C: 0.13 -0.20 5.66
C: -1.05 -0.33 6.39
C: -1.06 -0.07 7.75
C: 0.10 0.32 8.40
C: 1.28 0.45 7.68
C: 1.30 0.18 6.32
H: -1.96 -0.64 5.88
H: -1.99 -0.17 8.31
H: 0.09 0.53 9.46
H: 2.19 0.76 8.19
H: 2.22 0.27 5.75

Calculated values
HOMO-LUMO gap in eV: 6.05
Charge: +1
Total energy in eV: -73634.9575
ΔE to the lowest compared entry with this formula, charge and spin in kcal/mol: 43.6

Atom charges from the Löwdin analysis, given in e for atoms 1 to 6: number 1, Sr, carries 1.3114; number 2, C, carries -0.0209; number 3, O, carries 0.0472; number 4, C, carries -0.3281; number 5, N, carries -0.0245; number 6, C, carries -0.2238